[1]
The following is a quantum chemistry calculation of a molecular structure, H2LiO, from the OMol25 dataset.

```
4
H2LiO ωB97M-V/def2-TZVPD
O 0.121 -0.032 -0.132
Li 0.198 -0.246 1.405
H 0.220 0.818 -0.617
H -0.539 -0.541 -0.655
```

Summary:
LUMO energy = -4.98 eV
energy = -83.74779 a.u.
total charge = +1
energy above the lowest of the compared OMol25 structures with the same formula, charge and spin = 10.2 kcal/mol
frontier orbital gap = 14.3 eV

[2]
The following is a quantum chemistry calculation of 9 unconnected molecules or ions with the total composition H18O9, from the OMol25 dataset.

```
27
H18O9 ωB97M-V/def2-TZVPD
O 40.692 -50.792 -10.962
O 40.215 -46.461 -12.520
O 40.434 -45.088 -10.663
O 39.034 -48.042 -10.442
O 39.295 -48.896 -13.208
O 40.966 -48.706 -8.902
O 38.790 -46.035 -8.669
O 36.160 -48.292 -10.668
O 35.675 -50.070 -12.158
H 40.822 -50.220 -10.279
H 35.668 -49.457 -11.410
H 39.885 -46.398 -11.722
H 41.189 -46.586 -12.634
H 39.601 -46.464 -8.213
H 39.174 -45.497 -9.321
H 39.849 -48.203 -12.671
H 36.106 -49.569 -12.904
H 41.842 -48.422 -9.205
H 41.291 -44.783 -10.140
H 39.913 -50.861 -11.398
H 38.095 -48.348 -10.380
H 38.769 -49.421 -12.617
H 36.199 -47.442 -11.034
H 38.971 -47.203 -10.032
H 35.467 -48.402 -10.150
H 40.168 -48.123 -9.082
H 40.684 -44.477 -11.405
```

Summary:
LUMO energy = -0.51 eV
energy = -687.82064 a.u.
SMILES = O.O.O.O.O.O.O.O.O
energy above the lowest of the compared OMol25 structures with the same formula, charge and spin = 128.7 kcal/mol
frontier orbital gap = 9.5 eV

[3]
The following is a quantum chemistry calculation of a single C5H8N2 molecule, from the OMol25 dataset.

```
15
C5H8N2 ωB97M-V/def2-TZVPD
N 0.180 0.298 -0.670
N 1.254 0.963 1.394
C 0.426 0.080 0.731
C -0.228 -1.018 1.104
C -0.475 -0.717 -1.183
C -0.942 -1.551 -0.089
C 0.290 1.497 -1.231
H 0.012 1.546 -2.272
H -0.305 -1.412 2.103
H 1.171 1.921 1.082
H 1.158 0.943 2.399
H -0.781 -0.720 -2.216
H -2.017 -1.290 0.028
H 1.104 2.064 -0.848
H -0.846 -2.604 -0.333
```

Summary:
LUMO energy = 1.06 eV
energy = -304.72557 a.u.
energy above the lowest of the compared OMol25 structures with the same formula, charge and spin = 69.0 kcal/mol
frontier orbital gap = 7.5 eV

[4]
The following is a quantum chemistry calculation of 2 unconnected molecules or ions with the total composition C7H13N3O2S, from the OMol25 dataset.

```
26
C7H13N3O2S ωB97M-V/def2-TZVPD
S -3.831 -0.545 0.795
O -0.067 3.053 -0.983
O 2.367 2.743 0.414
N -1.750 1.535 -1.503
N 3.393 0.726 0.993
N -3.950 -0.341 -0.733
C -0.389 1.211 0.439
C 0.035 -0.199 0.446
C -0.703 2.083 -0.724
C -0.465 -1.005 1.551
C 2.205 1.457 0.744
C 1.017 0.852 0.622
C 0.070 -0.905 -0.947
H 3.251 -0.234 0.711
H 4.230 1.175 0.657
H -0.060 -0.603 2.488
H -4.207 -1.031 -1.415
H 0.112 -0.060 -1.725
H -2.213 0.934 -0.958
H -0.940 -1.353 -1.296
H -2.333 2.211 -2.042
H -0.931 1.668 1.265
H -0.249 -2.040 1.379
H -1.570 -0.823 1.613
H 0.924 -1.682 -1.127
H 1.563 3.033 0.012
```

Summary:
LUMO energy (alpha / beta) = -1.67 / -1.69 eV
energy = -987.32376 a.u.
SMILES = CC1(C)/C(=C(\N)O)[C@H]1C(N)=O.N=S
energy above the lowest of the compared OMol25 structures with the same formula, charge and spin = 62.0 kcal/mol
frontier orbital gap (alpha / beta) = 6.0 / 5.9 eV

[5]
The following is a quantum chemistry calculation of a molecular structure, C7H28FN14O7Zn, from the OMol25 dataset.

```
58
C7H28FN14O7Zn ωB97M-V/def2-TZVPD
Zn -23.334 9.861 20.106
F -24.427 8.165 19.945
O -28.088 6.213 22.486
O -22.292 9.092 21.583
O -23.351 4.518 18.099
O -24.683 10.788 18.609
O -27.716 6.501 16.409
O -24.514 10.553 21.498
O -22.273 9.297 18.423
N -22.066 3.581 19.733
N -22.180 7.789 16.810
N -20.553 7.770 21.083
N -26.067 10.190 23.039
N -23.964 11.740 16.881
N -20.382 8.288 17.861
N -25.988 6.284 21.867
N -27.342 7.874 18.076
N -27.359 8.019 21.484
N -22.953 5.358 20.049
N -25.854 6.459 17.652
N -26.160 11.651 17.095
N -25.520 12.271 22.442
N -21.748 7.085 22.659
C -21.593 8.042 21.764
C -24.956 11.396 17.567
C -25.406 10.955 22.226
C -21.648 8.428 17.786
C -27.141 6.850 22.007
C -27.008 6.919 17.290
C -22.777 4.507 19.174
H -22.582 7.040 23.227
H -26.322 12.153 16.234
H -21.743 3.736 20.678
H -25.328 6.999 18.324
H -23.454 6.170 19.718
H -26.868 11.158 17.620
H -25.188 6.784 21.508
H -26.470 12.613 22.459
H -26.555 8.437 21.038
H -25.431 5.696 17.143
H -25.846 9.215 22.898
H -20.301 8.523 20.459
H -26.765 10.533 23.684
H -24.272 12.209 16.041
H -21.803 2.686 19.346
H -23.002 4.943 20.968
H -28.187 8.342 17.780
H -28.331 8.154 21.245
H -25.938 5.320 22.167
H -19.915 8.898 18.518
H -26.730 8.068 18.855
H -24.712 12.864 22.314
H -23.064 11.442 17.228
H -20.148 6.845 21.084
H -19.913 7.657 17.227
H -23.181 7.860 16.694
H -21.710 6.896 16.765
H -21.096 6.313 22.638
```

Summary:
LUMO energy = -2.80 eV
energy = -3455.98240 a.u.
total charge = +1
energy above the lowest of the compared OMol25 structures with the same formula, charge and spin = 124.4 kcal/mol
frontier orbital gap = 8.2 eV

[6]
The following is a quantum chemistry calculation of a single C4H7NO2 molecule, from the OMol25 dataset.

```
14
C4H7NO2 ωB97M-V/def2-TZVPD
O 1.626 -0.498 1.381
O -0.565 1.773 0.578
N 1.891 0.565 -0.646
C -0.236 -0.433 -0.210
C -0.615 1.041 -0.382
C 1.189 -0.207 0.298
C -1.279 -1.083 0.690
H 2.250 1.449 -0.315
H -0.896 1.420 -1.387
H -1.479 -0.434 1.543
H -0.167 -0.973 -1.160
H -2.220 -1.181 0.133
H -0.992 -2.072 1.051
H 1.493 0.634 -1.574
```

Summary:
LUMO energy = 0.66 eV
energy = -361.83689 a.u.
SMILES = C[C@@H](C=O)C(N)=O
energy above the lowest of the compared OMol25 structures with the same formula, charge and spin = 27.6 kcal/mol
frontier orbital gap = 10.7 eV

| no. | maximum force (eV/Å) |
| --- | --- |
| 1 | 4.100 |
| 2 | 9.458 |
| 3 | 1.224 |
| 4 | 5.745 |
| 5 | 9.804 |
| 6 | 0.806 |